Record 1
A molecular structure, CH2N4O in a non-equilibrium geometry. Source: OMol25; level of theory: ωB97M-V with the def2-TZVPD basis set.

Calculated values
Frontier orbital gap: 9.1327 eV
HOMO energy: -9.7 eV

Geometry as ORCA input:
```
! wB97M-V def2-TZVPD RIJCOSX def2/J DEFGRID3
* xyz 0 1
C 0.83614 0.45822 -0.56933
H -1.54659 -0.85876 1.10092
H 1.00195 -0.89100 1.32526
N -0.35491 1.10575 -0.99373
N -1.33489 0.58786 -0.40737
N -0.96062 -0.53239 0.21984
N 0.38433 -0.65411 0.17999
O 1.97460 0.78444 -0.85557
*
```

Record 2
2 unconnected molecules or ions with the total composition C3H10N2S in a non-equilibrium geometry. Source: OMol25; level of theory: ωB97M-V with the def2-TZVPD basis set.

Calculated values
Frontier orbital gap (spin up / spin down): 8.6846 / 7.7545 eV
HOMO energy (spin up / spin down): -7.9 / -6.9 eV

Geometry as ORCA input:
```
! wB97M-V def2-TZVPD RIJCOSX def2/J DEFGRID3
* xyz 0 1
C 1.93569 0.81416 1.07628
C 1.28560 -0.46408 0.52049
C -2.79459 0.37621 -0.74591
N 0.13297 -1.04576 -1.46922
N 0.36038 -0.09361 -0.53892
S -2.60037 0.89425 0.86604
H 1.55872 1.62617 0.44658
H 1.69893 1.06414 2.09404
H 2.97282 0.89784 0.98509
H 2.15145 -1.08268 0.16240
H 0.81636 -0.94678 1.31268
H -3.19018 -0.60195 -1.12166
H -2.03750 1.02548 -1.26836
H 0.80323 -1.83717 -1.45936
H 0.19210 -0.60907 -2.39219
H -3.28561 -0.01717 1.53204
*
```

Record 3
A molecular structure, C6H7CuLiO6 in a non-equilibrium geometry. Source: OMol25; level of theory: ωB97M-V with the def2-TZVPD basis set.

Calculated values
Frontier orbital gap (spin up / spin down): 6.3546 / 8.9651 eV
⟨S²⟩: 0.754
HOMO energy (spin up / spin down): -6.7 / -9.3 eV

Geometry as ORCA input:
```
! wB97M-V def2-TZVPD RIJCOSX def2/J DEFGRID3
* xyz 0 2
Cu 2.65978 0.74441 0.07076
O 0.58261 1.30465 1.03131
O -0.91141 2.00262 -0.51230
C -2.00134 1.50051 0.25855
C -2.44649 0.12918 -0.24648
O 1.24442 2.14947 -0.91997
C 0.36785 1.80765 -0.10531
H -1.72929 1.46233 1.32013
H -2.81867 2.21826 0.12370
H -2.63971 0.16603 -1.32470
H -3.38186 -0.13143 0.26927
Li 0.62982 -0.49706 1.64448
O -1.13610 -1.20297 1.24741
O -0.88723 -1.51885 -0.95011
C 0.32311 -2.55806 -0.69874
C 1.61122 -1.87848 -0.56206
O 1.96421 -1.24542 0.52660
C -1.43674 -0.94775 0.07786
H 0.01213 -3.10908 0.19713
H 0.25890 -3.17046 -1.60283
H 2.23418 -1.78210 -1.46560
*
```

Record 4
A single C5H10 molecule in a non-equilibrium geometry. Source: OMol25; level of theory: ωB97M-V with the def2-TZVPD basis set.

Calculated values
Structure (SMILES): C/C=C/CC
Frontier orbital gap: 10.5197 eV
HOMO energy: -9.3 eV

Geometry as ORCA input:
```
! wB97M-V def2-TZVPD RIJCOSX def2/J DEFGRID3
* xyz 0 1
C 0.15503 1.26714 -1.92470
C -0.13021 0.59103 -0.63042
C 0.59463 -0.32936 -0.21160
C 0.48859 -1.05818 1.05071
C -0.92580 -0.51388 1.66946
H -0.91682 1.74106 -2.29565
H 0.86428 2.18262 -1.94970
H 0.53124 0.37135 -2.51049
H -0.84769 0.92865 0.14172
H 1.19596 -0.87300 -0.99700
H 1.43302 -0.84742 1.56647
H 0.46029 -2.15541 0.93074
H -1.76919 -0.72943 1.03095
H -1.13746 -0.97191 2.55943
H -0.90701 0.61299 1.80284
*
```